No. 1
Entry from the Open Molecules 2025 dataset: C3H7NO in the gas phase (ωB97M-V/def2-TZVPD).

```
12
Properties=species:S:1:pos:R:3:forces:R:3:mulliken_charge:R:1
C 0.03165 1.39623 1.25476 -0.090 0.081 0.054 -0.806
N 0.51562 0.22992 0.54893 0.069 -0.099 -0.111 -0.201
C -0.26585 -0.44212 -0.34229 -0.318 0.053 -0.102 0.662
C 0.39944 -1.61247 -1.03867 0.025 -0.065 -0.036 -0.903
O -1.42860 -0.13197 -0.56829 0.585 -0.139 0.134 -0.629
H -1.06081 1.34405 1.25223 0.234 0.099 0.058 0.300
H 0.34432 2.32719 0.76297 -0.092 -0.156 0.127 0.264
H 0.40379 1.38523 2.28458 -0.105 0.054 -0.180 0.300
H 1.48609 -0.02718 0.63917 -0.207 -0.005 -0.046 0.215
H 0.50053 -1.38179 -2.10408 -0.042 -0.015 0.175 0.242
H -0.25018 -2.48715 -0.94773 0.091 0.149 -0.017 0.262
H 1.38695 -1.85294 -0.63281 -0.149 0.043 -0.055 0.295
```
Forces are in eV/Å.

HOMO level ... -9.6365 eV
Energy above the lowest of the compared OMol25 structures with the same formula, charge and spin ... 21.4 kJ/mol
SMILES string ... CNC(C)=O
Kohn-Sham gap ... 10.54 eV

No. 2
Entry from the Open Molecules 2025 dataset: a 7-piece molecular cluster, C36H45F5O14 overall (ωB97M-V/def2-TZVPD).

```
100
Properties=species:S:1:pos:R:3:forces:R:3:mulliken_charge:R:1
O -4.13094 -2.21541 -4.00660 -0.143 -0.278 0.416 -0.479
C -3.87625 -2.30989 -2.84250 0.017 0.378 0.272 0.144
O -4.57628 -1.64260 -1.89058 0.057 -0.084 -0.222 -0.383
C -3.92795 -1.78882 -0.61030 0.496 -0.385 0.467 -0.284
C -2.48514 -2.10697 -0.98677 0.137 0.135 0.168 -0.306
C -2.78093 -3.09236 -2.10973 -0.335 -0.230 -0.295 -0.057
C -1.61949 -3.66590 -2.91362 -0.040 0.523 -0.171 1.468
F -1.98662 -3.84498 -4.21929 0.145 -0.092 0.155 -0.333
F -0.61478 -2.72785 -2.92293 0.027 -0.172 -0.113 -0.245
C -1.08173 -4.96567 -2.36487 0.082 -0.075 0.047 -0.511
C -1.47488 -6.17665 -2.91888 0.027 0.109 0.092 -0.431
C -1.00752 -7.37040 -2.37849 -0.059 0.124 -0.005 -0.848
C -0.15063 -7.34866 -1.29056 -0.003 0.038 -0.019 -0.801
C 0.24238 -6.13168 -0.74334 -0.047 0.107 -0.048 -0.202
C 1.19055 -6.13751 0.42231 0.119 0.021 0.177 0.789
F 0.74600 -6.93428 1.42075 0.097 0.172 -0.192 -0.260
F 2.40850 -6.60973 0.07032 -0.234 0.122 0.089 -0.255
F 1.37261 -4.90747 0.94260 -0.012 -0.317 -0.113 -0.277
C -0.21910 -4.93669 -1.27384 -0.092 -0.044 -0.107 -0.061
H -4.07408 -0.91179 0.01137 -0.059 0.151 -0.331 0.222
H -4.34343 -2.65404 -0.07967 -0.233 0.090 -0.100 0.232
H -1.86016 -2.50334 -0.18740 -0.269 -0.113 0.141 0.387
H -1.99316 -1.20714 -1.36318 0.032 -0.074 -0.162 0.201
H -3.32401 -3.94264 -1.67537 0.099 -0.041 0.013 0.259
H -2.14060 -6.16414 -3.77219 0.021 -0.120 0.028 0.514
H -1.32214 -8.31456 -2.80409 0.044 0.024 0.004 0.417
H 0.21672 -8.27189 -0.86287 0.000 -0.016 0.005 0.430
H 0.08133 -3.98079 -0.86695 0.091 -0.078 0.078 0.681
O -0.55268 0.63608 -2.54147 -0.018 -0.016 0.101 -0.580
C 0.25163 0.77234 -3.42094 -0.106 -0.078 -0.134 0.591
C 0.62563 -0.20578 -4.51415 0.415 0.021 0.194 0.920
C 1.94275 0.35952 -5.04184 -0.082 -0.065 0.045 -0.565
C 1.77271 1.84464 -4.75971 0.011 0.002 -0.203 -0.497
O 0.96217 1.91369 -3.56751 0.055 0.053 0.042 -0.439
H -0.15885 -0.17932 -5.26604 0.028 0.028 -0.057 -0.631
H 0.71656 -1.20687 -4.10338 -0.135 -0.004 -0.023 -0.019
H 2.13151 0.14896 -6.09204 -0.078 0.045 -0.026 0.377
H 2.77862 -0.03373 -4.46296 0.041 0.035 -0.018 0.194
H 1.24101 2.35588 -5.56458 -0.053 -0.033 0.013 0.283
H 2.71093 2.35317 -4.56551 -0.011 0.032 0.077 0.349
O -4.41025 0.39625 1.67453 -0.105 0.029 0.123 -0.676
C -4.09856 1.55153 1.62798 0.141 -0.112 0.027 0.527
C -3.89776 2.52722 2.76512 -0.222 0.447 -0.256 0.022
C -3.92759 3.88110 2.05116 -0.026 -0.096 0.047 -0.602
C -3.40251 3.51212 0.66757 0.039 0.077 0.031 -0.448
O -3.84704 2.16412 0.44759 -0.010 0.055 -0.039 -0.354
H -2.93327 2.31967 3.22509 -0.114 -0.088 -0.016 -0.255
H -4.67952 2.41268 3.51014 0.086 -0.145 0.085 0.410
H -3.33462 4.65454 2.53565 0.048 -0.026 -0.011 0.342
H -4.95414 4.24250 1.97307 0.002 0.012 -0.012 0.278
H -2.31141 3.52332 0.62079 0.003 -0.003 0.012 0.253
H -3.79546 4.13438 -0.13251 -0.017 -0.054 -0.038 0.354
O 5.81700 -0.07373 -4.45574 -0.021 -0.066 -0.010 -0.564
C 5.78610 0.77527 -3.61768 0.100 0.047 -0.052 0.458
C 6.88727 1.20684 -2.66699 -0.197 0.045 0.219 -0.453
C 6.12930 2.00644 -1.60795 0.049 -0.072 -0.053 -0.523
C 4.94499 2.53932 -2.40760 0.008 0.026 0.079 -0.491
O 4.68242 1.53428 -3.40188 0.002 0.035 0.056 -0.215
H 7.59308 1.82300 -3.22648 0.033 -0.024 -0.014 0.260
H 7.40601 0.33678 -2.27540 0.079 -0.011 -0.098 0.294
H 6.71162 2.79532 -1.13707 0.005 0.028 -0.047 0.340
H 5.77236 1.33526 -0.82607 -0.010 0.013 0.014 0.273
H 5.17751 3.47527 -2.92051 0.025 0.002 0.004 0.303
H 4.04336 2.67449 -1.81543 -0.046 -0.034 -0.054 0.328
O -1.77014 0.83847 4.32100 0.137 -0.051 0.103 -0.585
C -1.31127 1.57918 5.14231 0.094 -0.046 -0.109 0.740
C 0.14357 1.82427 5.48938 -0.073 -0.012 0.304 -0.669
C 0.05717 2.53931 6.83518 -0.090 -0.025 -0.088 -0.147
C -1.29372 3.23655 6.72825 0.067 0.025 0.027 -0.467
O -2.10121 2.37563 5.90171 -0.028 0.077 0.058 -0.339
H 0.57597 2.45511 4.71017 0.014 -0.031 -0.035 0.286
H 0.68659 0.88476 5.52775 0.041 0.006 -0.117 0.310
H 0.87795 3.22055 7.03410 -0.003 0.031 -0.016 0.172
H 0.03612 1.80526 7.63946 0.029 0.017 0.030 0.222
H -1.22168 4.20937 6.23567 0.014 -0.001 -0.010 0.267
H -1.79850 3.36322 7.68261 -0.063 -0.038 -0.022 0.286
O -1.05450 0.67182 -7.16154 0.033 -0.031 -0.069 -0.585
C -2.06363 0.02228 -7.17094 -0.194 0.027 0.210 0.430
C -2.76932 -0.64355 -5.99988 0.005 -0.178 -0.306 0.647
C -3.72514 -1.61482 -6.68461 -0.091 0.123 -0.192 -0.441
C -3.98257 -0.90796 -8.01062 -0.014 -0.105 0.090 -0.554
O -2.76690 -0.19154 -8.30425 0.048 0.031 -0.091 -0.398
H -3.29567 0.12927 -5.43696 0.018 -0.003 0.059 0.244
H -2.05715 -1.13312 -5.34203 -0.023 0.089 0.059 -0.482
H -4.63183 -1.81691 -6.12035 0.110 0.106 -0.128 0.368
H -3.21914 -2.56463 -6.86144 -0.002 -0.021 0.013 0.224
H -4.79478 -0.18118 -7.94123 -0.002 0.012 0.016 0.263
H -4.18469 -1.58494 -8.83683 0.054 0.037 -0.060 0.345
O 2.96372 1.79168 7.84648 0.013 -0.068 -0.017 -0.550
C 3.37865 2.53551 8.68454 0.079 0.034 -0.088 0.531
C 4.81799 2.80073 9.08207 -0.080 0.015 0.290 -0.439
C 4.67439 3.50201 10.43201 0.008 -0.066 -0.072 -0.489
C 3.31572 4.17885 10.28653 0.057 0.033 0.042 -0.421
O 2.55295 3.31113 9.42836 -0.037 0.045 0.045 -0.340
H 5.26394 3.44685 8.32405 0.021 -0.025 -0.030 0.253
H 5.37260 1.86808 9.12596 0.028 -0.002 -0.125 0.309
H 5.47391 4.20232 10.66217 -0.015 0.035 -0.040 0.324
H 4.63334 2.76015 11.23007 -0.001 0.010 0.016 0.265
H 3.38953 5.15631 9.80530 0.019 0.001 -0.007 0.268
H 2.77859 4.28731 11.22499 -0.057 -0.032 -0.024 0.299
```
Forces are in eV/Å.

HOMO level ... -9.5476 eV
Energy above the lowest of the compared OMol25 structures with the same formula, charge and spin ... 0.0 kJ/mol
SMILES string ... O=C1OCC[C@@H]1C(F)(F)c1cccc(C(F)(F)F)c1.O=C1CCCO1.O=C1CCCO1.O=C1CCCO1.O=C1CCCO1.O=C1CCCO1.O=C1CCCO1
Kohn-Sham gap ... 9.94 eV

> The highest energy above the lowest of the compared OMol25 structures with the same formula, charge and spin belongs to which entry?

C3H7NO

> Which formula does entry 2 have?

C36H45F5O14

> Look up the energy above the lowest of the compared OMol25 structures with the same formula, charge and spin of the first one.

21.4 kJ/mol

> Which of these has the highest energy above the lowest of the compared OMol25 structures with the same formula, charge and spin?

C3H7NO